Molecular formula: C33H67NO9
Method: DFT, the ωB97M-V functional and the def2-TZVPD basis

Computed properties:
- Molecular weight: 621.9 g mol⁻¹
- Multiplicity: 2
- Charge: +1

Each line ends with the Löwdin charge.
Positions of all 110 atoms, in Å:
C1 -6.70116 29.34397 -23.49541  0.0054
C2 -7.77058 30.03594 -22.56271  -0.4064
C3 -9.11637 29.26951 -22.76980  -0.1370
C4 -10.21069 29.69920 -21.80931  -0.1489
C5 -9.66606 29.49732 -20.36274  -0.0924
C6 -8.29158 30.21814 -20.02718  -0.4090
N1 -7.38690 29.91957 -21.14595  0.1057
O1 -6.08562 30.46122 -20.87274  0.1034
C7 -8.56800 31.74345 -19.86051  0.0133
C8 -7.72726 29.64640 -18.65611  0.0056
C9 -7.99183 31.51586 -23.04776  0.0172
H1 -6.30817 28.43812 -23.03379  0.0826
H2 -5.86814 30.00239 -23.74169  0.0914
H3 -7.16655 29.10392 -24.45139  0.0970
H4 -9.50232 29.33400 -23.78715  0.1052
H5 -8.92513 28.20224 -22.65814  0.1176
H6 -11.16029 29.25179 -22.10290  0.1076
H7 -10.40893 30.75716 -21.98112  0.0961
H8 -9.63110 28.43986 -20.10070  0.1214
H9 -10.37262 29.93507 -19.65759  0.1236
H10 -7.77611 32.36449 -20.27924  0.0938
H11 -9.51107 32.05112 -20.31223  0.0886
H12 -8.66381 31.99058 -18.80323  0.0997
H13 -6.70877 29.95637 -18.42222  0.0850
H14 -8.32181 29.99639 -17.81224  0.0988
H15 -7.65144 28.56033 -18.70922  0.0880
H16 -8.21115 31.58290 -24.11336  0.0879
H17 -7.02073 32.00028 -22.94571  0.0963
H18 -8.75546 32.07431 -22.50637  0.0764
H19 -5.62984 29.61641 -20.88562  0.1377
C10 -8.45008 24.33175 -22.42621  -0.0158
C11 -9.00948 25.01588 -23.65095  -0.5195
O2 -10.16925 24.86659 -23.98148  0.0623
C12 -8.04343 25.76286 -24.48494  -0.0196
H20 -9.25339 23.98504 -21.77615  0.0891
H21 -7.78942 25.00361 -21.87827  0.0719
H22 -7.85147 23.45933 -22.68825  0.0955
H23 -7.38141 26.27270 -23.78502  0.0651
H24 -8.46938 26.41168 -25.25025  0.0820
H25 -7.67887 24.91283 -25.06171  0.1111
C13 -10.47576 29.28733 -30.12942  -0.0375
C14 -11.04693 28.20866 -30.96507  -0.5160
O3 -10.32106 27.56975 -31.64326  0.1006
C15 -12.58577 28.05327 -30.99069  -0.0165
H26 -10.96706 29.14481 -29.16692  0.0421
H27 -10.78235 30.23415 -30.57398  0.0951
H28 -9.40421 29.21258 -29.94420  0.0895
H29 -13.02805 27.72291 -30.05083  0.0635
H30 -12.88028 27.35217 -31.77160  0.0805
H31 -13.16666 28.89300 -31.37215  0.0660
C16 -14.37384 31.06933 -29.30332  0.0012
C17 -15.18490 30.68778 -28.05402  -0.4903
O4 -16.31555 31.04163 -27.97738  0.0887
C18 -14.52425 29.82677 -26.98601  -0.0079
H32 -13.47972 31.57091 -28.93307  0.0648
H33 -14.95909 31.77861 -29.88854  0.0884
H34 -14.06803 30.15757 -29.81641  0.0545
H35 -15.10720 28.90789 -26.92329  0.0923
H36 -14.52221 30.29212 -26.00035  0.0677
H37 -13.49151 29.55796 -27.20803  0.0542
C19 -12.75482 26.24034 -25.93212  -0.0094
C20 -11.82499 27.15079 -26.66844  -0.4799
O5 -11.84129 27.12042 -27.88081  0.0644
C21 -11.08712 28.21413 -25.89707  -0.0142
H38 -12.22846 25.66346 -25.17169  0.0634
H39 -13.12952 25.50211 -26.64115  0.0802
H40 -13.49972 26.81105 -25.37758  0.0868
H41 -10.59128 27.81720 -25.01125  0.0607
H42 -11.86926 28.88790 -25.54723  0.0628
H43 -10.45439 28.87991 -26.48400  0.0763
C22 -11.93596 22.76986 -28.27706  -0.0290
C23 -12.63972 21.70378 -29.01178  -0.5259
O6 -13.19517 21.89816 -30.05720  0.0924
C24 -12.40886 20.26299 -28.60686  -0.0229
H44 -10.85053 22.67014 -28.27673  0.0910
H45 -12.13605 22.99843 -27.23024  0.0709
H46 -12.13853 23.70110 -28.80607  0.0849
H47 -12.73532 19.59002 -29.39973  0.0854
H48 -12.96389 20.01358 -27.70251  0.0609
H49 -11.37290 19.96041 -28.45414  0.0822
C25 -15.17142 21.35004 -26.52146  -0.0277
C26 -15.98896 21.98697 -25.44809  -0.4659
O7 -17.19467 21.79342 -25.33198  0.0544
C27 -15.36408 23.06994 -24.54323  -0.0143
H50 -14.09146 21.44394 -26.40758  0.0578
H51 -15.32988 21.82733 -27.48851  0.0989
H52 -15.51746 20.32541 -26.65743  0.0962
H53 -14.61039 23.62617 -25.10060  0.0565
H54 -14.92923 22.64062 -23.64063  0.0819
H55 -16.20060 23.71487 -24.27419  0.0793
C28 -14.32357 28.99991 -21.10509  -0.0157
C29 -14.45412 29.42553 -22.56626  -0.4661
O8 -13.61504 29.13478 -23.38668  0.0372
C30 -15.65544 30.31142 -22.88532  -0.0074
H56 -14.49448 27.92593 -21.03123  0.0913
H57 -15.02842 29.45100 -20.40665  0.0791
H58 -13.31661 29.15623 -20.71820  0.0623
H59 -16.48801 30.11041 -22.21114  0.0815
H60 -15.97522 30.10178 -23.90605  0.0781
H61 -15.42690 31.37685 -22.85854  0.0940
C31 -10.41103 31.88863 -27.20547  0.0003
C32 -11.46751 32.35638 -26.21560  -0.4916
O9 -12.45482 32.95816 -26.58236  0.0736
C33 -11.24339 32.18218 -24.75184  -0.0134
H62 -10.83275 31.12461 -27.85855  0.0658
H63 -9.53643 31.68700 -26.58699  0.0614
H64 -10.07822 32.71723 -27.83058  0.0965
H65 -11.46841 31.16398 -24.43446  0.0702
H66 -11.85238 32.86064 -24.15441  0.0993
H67 -10.16322 32.31053 -24.68226  0.0503

***

Molecular formula: C33H41AsBrILaN4O3
Method: DFT, the ωB97M-V functional and the def2-TZVPD basis

Computed properties:
- Energy above the lowest of the compared OMol25 structures with the same formula, charge and spin: 21.2 kcal/mol
- Molecular weight: 962.4 g mol⁻¹
- Charge: +3

Each line ends with the Löwdin charge.
Positions of all 85 atoms, in Å:
La1 -0.29377 -0.86496 -0.42112  1.9878
C1 1.37285 -1.07761 7.03064  -0.0424
C2 1.14746 -1.06342 5.56177  -0.2416
C3 1.15209 0.25273 5.04228  0.0626
C4 1.21658 0.52545 3.64462  -0.1174
C5 1.27775 1.87180 3.18634  0.0606
N1 1.35003 2.23574 1.89479  0.0760
C6 1.14073 3.61597 1.41596  -0.1449
C7 1.39061 3.77017 -0.10848  -0.1513
C8 0.33028 3.19579 -1.02523  -0.1828
N2 0.80774 3.12688 -2.43110  0.0082
C9 0.03730 2.96925 -3.52490  0.0170
C10 -0.52060 1.80577 -4.06307  -0.0734
C11 -1.25647 1.94070 -5.29443  0.0658
C12 -2.02263 0.89412 -5.79175  -0.2307
C13 -2.90086 1.08992 -7.04041  -0.0178
C14 -1.95134 -0.38409 -5.22174  0.0986
C15 -1.23022 -0.58357 -3.99138  -0.1037
C16 -1.34127 -1.92033 -3.43635  -0.0377
N3 -1.28880 -2.28065 -2.15475  -0.1444
C17 -1.84531 -3.58523 -1.70403  -0.1839
C18 -1.19846 -4.16533 -0.39248  -0.1590
C19 -1.50855 -3.62139 1.03662  -0.1919
N4 -0.50146 -2.58736 1.39385  -0.1540
C20 0.17910 -2.84584 2.47002  -0.0810
C21 0.71625 -1.82907 3.29599  -0.1180
C22 0.94724 -2.12260 4.67495  0.0835
C23 1.03283 -0.53142 2.73111  -0.2661
O1 1.17925 -0.37277 1.42791  -0.2881
C24 -0.47578 0.47954 -3.40593  -0.2400
O2 0.22373 0.26204 -2.33487  -0.2926
H1 0.39846 -0.87350 7.54095  0.1168
H2 2.17864 -0.37729 7.29789  0.0975
H3 1.80798 -1.98170 7.42963  0.0849
H4 1.25131 1.07227 5.71871  0.1259
H5 1.31474 2.68589 3.90808  0.1590
H6 1.33605 1.42286 1.23517  0.1197
H7 1.79070 4.31578 1.98596  0.1453
H8 0.12171 3.92448 1.71662  0.1233
H9 2.38514 3.24900 -0.21746  0.1396
H10 1.57550 4.85530 -0.35366  0.1486
H11 -0.60066 3.80524 -1.00213  0.1392
H12 0.02344 2.15602 -0.74944  0.0631
H13 1.78874 3.35527 -2.51987  0.1529
H14 -0.10448 3.89987 -4.09745  0.1514
H15 -1.14975 2.89634 -5.83503  0.1493
H16 -2.37846 1.72862 -7.77855  0.1001
H17 -3.77566 1.72820 -6.74495  0.1061
H18 -3.26297 0.11814 -7.37782  0.0824
H19 -2.42197 -1.18723 -5.77816  0.1396
H20 -1.61160 -2.66295 -4.15873  0.1335
H21 -1.84243 -4.29293 -2.53080  0.1244
H22 -2.90497 -3.51736 -1.45008  0.1227
H23 -0.13429 -4.09391 -0.44738  0.0871
H24 -1.46198 -5.22131 -0.47973  0.1266
H25 -1.40776 -4.47936 1.68998  0.1150
H26 -2.53438 -3.20231 1.08859  0.1224
H27 0.26440 -3.89311 2.83726  0.1582
H28 1.10963 -3.15904 5.02965  0.1531
C25 -3.41044 3.08820 1.34263  -0.1526
As1 -3.41069 1.25472 0.63256  1.1047
C26 -4.04690 -0.09222 1.94594  -0.1659
C27 -4.43105 1.40879 -0.99396  -0.1783
O3 -1.84718 0.87574 -0.01165  -0.7336
H29 -3.59397 3.72723 0.48994  0.0464
H30 -2.48051 3.13958 1.89675  0.0300
H31 -4.17390 3.19656 2.06338  0.0350
H32 -4.76291 -0.79625 1.48137  0.0532
H33 -4.43979 0.38799 2.85336  0.0503
H34 -3.07100 -0.63677 2.20620  0.0466
H35 -5.28595 0.75406 -0.93931  0.0422
H36 -3.75506 1.30661 -1.86641  0.0523
H37 -4.79642 2.43893 -0.92917  0.0409
Br1 2.68457 -1.97233 -1.59592  0.6934
C28 4.35776 -1.83563 -0.63677  -0.6902
C29 4.48542 -2.70013 0.43609  -0.1449
C30 5.61114 -2.66486 1.27865  -0.0320
C31 6.57299 -1.65162 1.03669  -0.0548
C32 6.45658 -0.78301 -0.01135  -0.1286
C33 5.34216 -0.87098 -0.83453  -0.6935
I1 5.06038 0.36142 -2.54666  0.8613
H38 3.68842 -3.39969 0.64924  0.0921
H39 5.71558 -3.42120 2.04747  0.1136
H40 7.44976 -1.58207 1.68888  0.1261
H41 7.15968 -0.00454 -0.10546  0.1006

***

Molecular formula: C6H11NO
Method: DFT, the ωB97M-V functional and the def2-TZVPD basis

Computed properties:
- Energy above the lowest of the compared OMol25 structures with the same formula, charge and spin: 81.2 kcal/mol
- Molecular weight: 113.2 g mol⁻¹
- SMILES: C=N/C=C/CCCO
- Charge: 0

Each line ends with the Löwdin charge.
Positions of all 19 atoms, in Å:
C1 -3.71099 0.31634 0.56907  -0.0659
N1 -2.66657 0.79996 1.09553  -0.0270
C2 -1.36722 0.36759 0.73148  -0.1775
C3 -1.00986 -0.58245 -0.13827  -0.1107
C4 0.40967 -0.97103 -0.42493  -0.2191
C5 1.33135 0.12731 -0.98171  -0.1534
C6 2.64994 0.46521 -0.19026  -0.3002
O1 2.80117 -0.02287 1.09646  -0.0694
H1 -3.73007 -0.53048 -0.10993  0.0580
H2 -4.71359 0.74423 0.78806  0.0742
H3 -0.61488 1.01366 1.18081  0.1031
H4 -1.79854 -1.04959 -0.79470  0.1141
H5 0.67738 -1.46205 0.54547  0.1213
H6 0.42720 -1.94903 -0.88606  0.0977
H7 0.69861 1.01876 -1.10015  0.1062
H8 1.83679 -0.29132 -1.86000  0.0984
H9 2.95388 1.48321 -0.39929  0.1058
H10 3.41245 -0.16579 -0.79258  0.1281
H11 2.41327 0.68835 1.67099  0.1163

***

Values of F_max, in order: 3.682; 3.036; 4.165, all in eV/A.
Values of energy, in order: -2029.0729; -6865.0501; -365.1021, all in Eh.